Record 1
2 unconnected molecules or ions with the total composition C10H16O at a distorted geometry, computed with ωB97M-V/def2-TZVPD.

E_tot = -12674.3362 eV
gap between HOMO and LUMO = 8.99 eV
maximum force = 4.70 eV Å⁻¹
SMILES string = CCc1ccc(O)cc1.CC
relative energy (zero: lowest compared OMol25 entry of this formula, charge and spin) = 3.3887 eV

Structure (ORCA input):
```
! RIJCOSX wB97M-V def2-TZVPD def2/J DEFGRID3
* xyz 0 1
C 0.688 -3.470 0.213
C 1.627 -2.341 -0.261
C 0.841 -1.265 -0.855
C 1.047 -0.851 -2.118
C 0.495 0.350 -2.597
C -0.615 0.831 -1.966
O -1.489 1.739 -2.535
C -0.815 0.505 -0.547
C -0.221 -0.616 -0.067
H 0.734 -3.333 1.330
H 0.709 -4.421 -0.219
H -0.367 -3.263 -0.053
H 2.319 -1.966 0.402
H 2.344 -2.838 -0.995
H 1.977 -1.156 -2.583
H 0.900 0.898 -3.382
H -1.129 1.950 -3.433
H -1.750 1.030 -0.052
H -0.338 -0.837 0.974
C -0.087 2.344 2.125
C -1.601 2.462 2.553
H -0.052 2.221 1.024
H 0.352 3.321 2.151
H 0.453 1.599 2.609
H -1.474 2.604 3.721
H -2.313 3.081 2.019
H -2.232 1.424 2.541
*
```



Record 2
2 unconnected molecules or ions with the total composition C10H16O at a distorted geometry, computed with ωB97M-V/def2-TZVPD.

E_tot = -12676.6626 eV
gap between HOMO and LUMO = 9.29 eV
maximum force = 1.88 eV Å⁻¹
SMILES string = Cc1ccc(O)cc1.CCC
relative energy (zero: lowest compared OMol25 entry of this formula, charge and spin) = 1.0623 eV

Structure (ORCA input):
```
! RIJCOSX wB97M-V def2-TZVPD def2/J DEFGRID3
* xyz 0 1
C 0.716 1.720 -0.931
C -0.646 1.383 -0.395
C -1.765 2.010 -0.957
C -3.030 1.794 -0.463
C -3.210 0.941 0.632
O -4.508 0.769 1.036
C -2.122 0.372 1.246
C -0.842 0.651 0.751
H 1.525 1.077 -0.579
H 0.993 2.732 -0.630
H 0.727 1.626 -2.017
H -1.599 2.819 -1.655
H -3.922 2.109 -0.996
H -4.580 0.021 1.638
H -2.221 -0.224 2.147
H -0.039 0.204 1.318
C 3.113 -1.473 -0.925
C 2.588 -1.701 0.495
C 1.179 -2.240 0.525
H 3.973 -0.814 -0.946
H 2.334 -1.009 -1.529
H 3.227 -2.464 -1.376
H 3.237 -2.415 1.013
H 2.704 -0.829 1.134
H 0.537 -1.693 -0.184
H 1.013 -3.265 0.194
H 0.618 -2.100 1.453
*
```



Number 1: HOMO level -8.138 eV, LUMO energy 0.85 eV. Number 2: HOMO level -8.420 eV, LUMO energy 0.87 eV.